One molecule with the formula C4H7NO2, computed with the ωB97M-V functional and the def2-TZVPD basis.

Atoms and positions in Å:
O (-1.094, 1.885, 0.263)
O (2.469, -0.469, -0.829)
N (-0.627, 0.757, 1.092)
C (1.930, 0.399, 0.142)
C (0.490, 0.146, 0.377)
C (-0.654, -0.422, 0.229)
C (-1.676, -1.350, -0.278)
H (-2.425, -0.790, -0.848)
H (2.493, 0.225, 1.064)
H (-1.230, -2.109, -0.926)
H (-1.518, 2.445, 0.929)
H (1.972, -0.332, -1.646)
H (2.058, 1.459, -0.124)
H (-2.186, -1.845, 0.556)

Computed properties:
SMILES = CC1=C(CO)N1O
LUMO level = 0.840 eV
Largest force on an atom = 0.00705 hartree/bohr
DFT total energy = -361.69607 Eh

Results of the Mulliken charge analysis, in e, for atoms 1 through 4:
1 O -0.44
2 O -0.52
3 N -0.55
4 C -0.49

***

One molecule with the formula C4H7NO2, computed with the ωB97M-V functional and the def2-TZVPD basis.

Atoms and positions in Å:
O (0.073, -0.945, -0.205)
O (3.188, 0.749, 0.281)
N (-0.761, 1.225, -0.212)
C (-2.242, -0.697, 0.024)
C (2.206, 0.267, -0.227)
C (1.220, -0.591, 0.550)
C (-1.037, -0.146, -0.127)
H (0.974, -0.096, 1.497)
H (-1.603, 1.788, -0.151)
H (-3.149, -0.105, -0.052)
H (-2.336, -1.760, 0.211)
H (1.980, 0.383, -1.313)
H (1.728, -1.540, 0.773)
H (-0.240, 1.469, -1.049)

Computed properties:
SMILES = C=C(N)OCC=O
LUMO level = 0.845 eV
Largest force on an atom = 0.01238 hartree/bohr
DFT total energy = -361.80487 Eh

Results of the Mulliken charge analysis, in e, for atoms 1 through 4:
1 O -0.38
2 O -0.47
3 N -0.49
4 C -0.96

***

One molecule with the formula C4H7NO2 in a non-equilibrium geometry, computed with the ωB97M-V functional and the def2-TZVPD basis.

Atoms and positions in Å:
O (-1.442, -0.149, 2.001)
O (0.602, 1.398, 1.159)
N (1.710, 0.558, -0.677)
C (-0.628, -0.099, -0.247)
C (0.712, 0.344, 0.283)
C (-1.276, -0.738, 0.932)
C (-0.901, -0.373, -1.518)
H (-1.816, -0.880, -1.791)
H (-1.976, -1.553, 0.669)
H (-0.175, -0.183, -2.292)
H (-0.124, 1.163, 1.791)
H (2.189, 1.443, -0.541)
H (0.761, -0.724, 1.019)
H (2.363, -0.207, -0.787)

Computed properties:
SMILES = C=C(C=O)[C@@H](N)O
LUMO level = -0.111 eV
Largest force on an atom = 0.09049 hartree/bohr
DFT total energy = -361.76247 Eh

Results of the Mulliken charge analysis, in e, for atoms 1 through 4:
1 O -0.54
2 O -0.56
3 N -0.54
4 C 0.34

***

One molecule with the formula C4H7NO2 in a non-equilibrium geometry, computed with the ωB97M-V functional and the def2-TZVPD basis.

Atoms and positions in Å:
O (0.777, -1.130, 0.165)
O (2.973, -0.665, -0.181)
N (1.441, 1.046, 0.278)
C (-1.652, -0.855, -0.025)
C (0.006, 1.086, 0.018)
C (1.861, -0.296, 0.054)
C (-0.270, -0.358, -0.425)
H (1.667, 1.250, 1.245)
H (-0.223, 1.748, -0.822)
H (0.049, -0.349, -1.490)
H (-1.758, -1.943, -0.049)
H (-2.430, -0.412, -0.656)
H (-1.856, -0.531, 1.004)
H (-0.584, 1.408, 0.884)

Computed properties:
SMILES = C[C@H]1CNC(=O)O1
LUMO level = 0.791 eV
Largest force on an atom = 0.02597 hartree/bohr
DFT total energy = -361.84909 Eh

Results of the Mulliken charge analysis, in e, for atoms 1 through 4:
1 O -0.36
2 O -0.52
3 N -0.34
4 C -1.33

***

One molecule with the formula C4H7NO2, computed with the ωB97M-V functional and the def2-TZVPD basis.

Atoms and positions in Å:
O (-2.392, -1.173, -0.429)
O (2.510, 0.696, 1.265)
N (0.687, 0.214, -0.031)
C (-0.153, -0.802, -0.618)
C (-1.313, -1.110, 0.319)
C (0.101, 1.532, 0.102)
C (1.839, -0.090, 0.629)
H (-0.477, -0.492, -1.624)
H (2.121, -1.154, 0.502)
H (-0.157, 1.933, -0.884)
H (0.425, -1.732, -0.724)
H (-3.139, -1.371, 0.157)
H (-0.806, 1.491, 0.717)
H (0.834, 2.183, 0.580)

Computed properties:
LUMO level = 0.474 eV
Largest force on an atom = 0.00973 hartree/bohr
DFT total energy = -361.75978 Eh

Results of the Mulliken charge analysis, in e, for atoms 1 through 4:
1 O -0.31
2 O -0.56
3 N 0.11
4 C -0.28

***

One molecule with the formula C4H7NO2, computed with the ωB97M-V functional and the def2-TZVPD basis.

Atoms and positions in Å:
O (-0.221, 0.583, -1.517)
O (0.402, -1.456, 1.300)
N (2.027, -0.928, -0.158)
C (-0.252, 0.257, -0.139)
C (-1.195, -0.362, -1.077)
C (0.789, -0.728, 0.406)
C (-0.748, 1.318, 0.824)
H (-0.052, 2.162, 0.875)
H (-0.860, 0.895, 1.827)
H (2.663, -0.233, -0.528)
H (-1.043, -1.397, -1.385)
H (-2.232, -0.022, -1.109)
H (-1.727, 1.699, 0.510)
H (2.450, -1.788, 0.170)

Computed properties:
SMILES = C[C@@]1(C(N)=O)CO1
LUMO level = 0.891 eV
Largest force on an atom = 0.01340 hartree/bohr
DFT total energy = -361.82303 Eh

Results of the Mulliken charge analysis, in e, for atoms 1 through 4:
1 O -0.49
2 O -0.56
3 N -0.39
4 C 1.22

***

One molecule with the formula C4H7NO2, computed with the ωB97M-V functional and the def2-TZVPD basis.

Atoms and positions in Å:
O (-0.517, -0.969, -0.597)
O (-2.210, 0.534, -0.189)
N (1.272, 0.611, -0.434)
C (0.073, 0.248, -0.400)
C (-1.921, -0.831, -0.326)
C (2.409, -0.271, -0.505)
C (-0.990, 1.207, 0.038)
H (-0.934, 2.136, -0.532)
H (2.240, -1.202, 0.047)
H (-2.501, -1.227, -1.167)
H (-2.153, -1.395, 0.589)
H (-0.818, 1.419, 1.103)
H (2.691, -0.512, -1.535)
H (3.250, 0.260, -0.046)

Computed properties:
SMILES = C/N=C1/COCO1
LUMO level = 0.882 eV
Largest force on an atom = 0.01027 hartree/bohr
DFT total energy = -361.81185 Eh

Results of the Mulliken charge analysis, in e, for atoms 1 through 4:
1 O -0.40
2 O -0.35
3 N -0.45
4 C 0.47

***

One molecule with the formula C4H7NO2, computed with the ωB97M-V functional and the def2-TZVPD basis.

Atoms and positions in Å:
O (0.214, 0.873, -0.863)
O (-0.125, 1.063, 2.620)
N (0.432, -0.443, 0.929)
C (0.148, 0.797, 1.474)
C (0.185, 1.738, 0.264)
C (-0.013, -1.508, -1.311)
C (-0.246, -0.365, -0.367)
H (-0.586, -1.322, -2.224)
H (-0.688, 2.402, 0.234)
H (1.043, -1.633, -1.559)
H (-0.392, -2.427, -0.852)
H (-1.330, -0.277, -0.171)
H (0.260, -1.241, 1.526)
H (1.097, 2.341, 0.301)

Computed properties:
SMILES = C[C@H]1NC(=O)CO1
LUMO level = 0.884 eV
Largest force on an atom = 0.01072 hartree/bohr
DFT total energy = -361.85021 Eh

Results of the Mulliken charge analysis, in e, for atoms 1 through 4:
1 O -0.42
2 O -0.59
3 N -0.30
4 C 0.38

***

An isolated ion of composition C4H7NO2 and charge +1 in a non-equilibrium geometry, computed with the ωB97M-V functional and the def2-TZVPD basis.

Atoms and positions in Å:
O (-2.448, -0.281, 0.841)
O (2.234, -0.620, 0.575)
N (-0.377, 0.318, 0.029)
C (1.319, -1.366, 0.611)
C (-0.003, -1.046, -0.195)
C (0.351, 1.315, -0.718)
C (-1.674, 0.573, 0.566)
H (1.380, 1.284, -0.307)
H (-1.840, 1.646, 0.737)
H (0.508, 0.987, -1.739)
H (-0.146, 2.277, -0.644)
H (1.303, -2.306, 1.175)
H (-0.807, -1.571, 0.322)
H (0.199, -1.210, -1.253)

Computed properties:
Net charge = +1
LUMO level (spin up / spin down) = -4.471 / -8.790 eV
Largest force on an atom = 0.04339 hartree/bohr
Spin multiplicity = 2
DFT total energy = -361.49160 Eh

Results of the Mulliken charge analysis, in e, for atoms 1 through 4:
1 O -0.35
2 O -0.31
3 N 0.16
4 C 0.12

***

An isolated ion of composition C4H7NO2S and charge -2 in a non-equilibrium geometry, computed with the ωB97M-V functional and the def2-TZVPD basis.

Atoms and positions in Å:
S (-1.745, -1.946, 1.318)
O (0.806, 0.369, 2.611)
O (0.724, 1.514, -2.505)
N (1.106, 0.271, -0.510)
C (-0.873, -1.247, -0.153)
C (0.000, 0.195, 1.710)
C (0.392, 1.394, -1.219)
C (0.378, -0.569, 0.436)
H (1.799, -0.107, -1.134)
H (1.037, -1.390, 0.789)
H (-1.662, -0.613, -0.585)
H (-1.042, 0.561, 1.750)
H (-0.731, 1.370, -1.108)
H (-0.798, -2.074, -0.862)
H (0.608, 2.271, -0.539)

Computed properties:
Net charge = -2
SMILES = O=C[C@@H](C[S-])NC[O-]
LUMO level = 6.072 eV
Largest force on an atom = 0.03991 hartree/bohr
DFT total energy = -759.93435 Eh

Results of the Mulliken charge analysis, in e, for atoms 1 through 4:
1 S -0.79
2 O -0.61
3 O -0.93
4 N -0.26

***

A 3-piece molecular cluster, C4H7NO2S overall in a non-equilibrium geometry, computed with the ωB97M-V functional and the def2-TZVPD basis.

Atoms and positions in Å:
S (1.869, -0.326, -1.081)
O (2.039, -1.664, -1.563)
O (0.790, -0.012, -0.195)
N (-2.329, 1.006, 0.287)
C (-2.548, 1.665, -0.718)
C (4.084, -0.348, 0.746)
C (3.191, -0.595, 1.544)
C (-2.222, -0.422, 0.340)
H (-1.129, -0.590, 0.591)
H (-2.753, 2.717, -0.654)
H (-2.932, -0.692, 1.050)
H (2.278, -0.681, 2.066)
H (-2.509, -0.889, -0.641)
H (-2.498, 1.102, -1.649)
H (4.669, -0.270, -0.123)

Computed properties:
LUMO level = -0.872 eV
Largest force on an atom = 0.06687 hartree/bohr
DFT total energy = -759.88350 Eh

Results of the Mulliken charge analysis, in e, for atoms 1 through 4:
1 S 0.60
2 O -0.35
3 O -0.35
4 N -0.38

***

A 3-piece molecular cluster, C4H7NO2S overall in a non-equilibrium geometry, computed with the ωB97M-V functional and the def2-TZVPD basis.

Atoms and positions in Å:
S (4.186, -1.126, 0.420)
O (-4.240, 0.601, -2.598)
O (1.103, -1.836, 2.053)
N (-0.209, 0.096, 2.161)
C (0.434, -0.915, 2.212)
C (1.788, 0.363, -0.395)
C (2.709, -0.355, -0.113)
C (0.393, 0.673, -0.742)
H (-0.158, 0.166, 0.030)
H (3.645, -2.148, 1.248)
H (-4.053, 1.369, -1.924)
H (0.249, 1.726, -0.568)
H (-0.867, 0.499, 2.705)
H (-5.133, 0.696, -2.825)
H (0.153, 0.190, -1.664)

Computed properties:
SMILES = CC#CS.N=C=O.O
LUMO level = 0.530 eV
Largest force on an atom = 0.08229 hartree/bohr
DFT total energy = -759.93891 Eh

Results of the Mulliken charge analysis, in e, for atoms 1 through 4:
1 S -0.27
2 O -0.64
3 O -0.39
4 N -0.46